# CH3O3

A 2-piece molecular cluster, CH3O3 overall in a non-equilibrium geometry (the ωB97M-V functional and the def2-TZVPD basis, OMol25).

Computed properties:
Highest occupied orbital energy (eV): -4.02
Gap between HOMO and LUMO (eV): 8.532
Relative energy (zero: lowest compared OMol25 entry of this formula, charge and spin) (kcal/mol): 8.1
2S+1: 1
Net charge: -1
Electronic energy (Ha): -265.6850
Strongest force on any atom (Eh/bohr): 0.0301

Atoms and positions in Å:
O (-1.858, -1.857, -0.673)
H (-1.648, -1.086, -1.219)
O (2.278, 1.430, -0.153)
C (1.228, 1.174, 0.432)
O (0.319, 0.349, 0.137)
H (0.960, 1.701, 1.385)
H (-1.279, -1.711, 0.091)


# CH3O3

An isolated ion of composition CH3O3 and charge +1 in a non-equilibrium geometry (the ωB97M-V functional and the def2-TZVPD basis, OMol25).

Computed properties:
Highest occupied orbital energy (spin up / spin down) (eV): -17.93 / -17.78
Gap between HOMO and LUMO (spin up / spin down) (eV): 8.100 / 7.721
Relative energy (zero: lowest compared OMol25 entry of this formula, charge and spin) (kcal/mol): 154.3
2S+1: 1
Net charge: +1
Electronic energy (Ha): -264.9316
Strongest force on any atom (Eh/bohr): 0.0841

Atoms and positions in Å:
C (0.906, 0.152, -0.360)
O (-0.493, 0.311, 0.011)
O (-2.417, -1.071, 0.791)
O (-1.849, -0.094, 0.518)
H (1.335, -0.708, -0.842)
H (0.973, 1.151, -0.758)
H (1.545, 0.259, 0.640)


# CH3O3P

An isolated molecule of CH3O3P in a non-equilibrium geometry (the ωB97M-V functional and the def2-TZVPD basis, OMol25).

Computed properties:
Highest occupied orbital energy (spin up / spin down) (eV): -6.88 / -11.16
Gap between HOMO and LUMO (spin up / spin down) (eV): 7.569 / 7.426
Relative energy (zero: lowest compared OMol25 entry of this formula, charge and spin) (kcal/mol): 76.2
2S+1: 3
Electronic energy (Ha): -606.7430
Strongest force on any atom (Eh/bohr): 0.1126

Atoms and positions in Å:
C (0.141, -0.122, -0.147)
O (4.698, 0.737, 0.020)
O (1.148, -0.818, -0.779)
O (2.373, -0.022, -0.681)
P (3.794, -0.237, 0.501)
H (0.487, -0.173, 0.921)
H (-0.622, -0.919, -0.090)
H (-0.135, 0.854, -0.467)


# CH3O3S

A 2-piece molecular cluster, CH3O3S overall in a non-equilibrium geometry (the ωB97M-V functional and the def2-TZVPD basis, OMol25).

Computed properties:
Highest occupied orbital energy (spin up / spin down) (eV): -3.13 / -5.25
Gap between HOMO and LUMO (spin up / spin down) (eV): 6.121 / 9.220
Relative energy (zero: lowest compared OMol25 entry of this formula, charge and spin) (kcal/mol): 73.6
2S+1: 1
Net charge: -1
Electronic energy (Ha): -663.7541
Strongest force on any atom (Eh/bohr): 0.0595

Atoms and positions in Å:
C (-0.751, 0.471, 1.764)
O (1.443, 0.634, -1.763)
O (1.290, -1.750, -0.960)
O (-0.682, -0.578, -2.046)
S (0.573, -0.490, -1.310)
H (-0.801, 1.587, 1.602)
H (0.349, 0.218, 1.717)
H (-1.421, -0.092, 0.994)